Arrangement i

A single C5H6 molecule, computed with wB97M-V/def2-TZVPD.

As for the LUMO energy: 0.0387 Ha. The value obtained for the molar mass is 66.103 g/mol. The calculation puts the HOMO-LUMO gap at 9.6936 eV.

Structure (ORCA input):
```
! wB97M-V def2-TZVPD RIJCOSX def2/J DEFGRID3
* xyz 0 1
C 0.0522 1.0882 0.5604
C -0.1352 1.3338 -0.7382
C -0.1199 -0.3621 0.4660
C 0.3466 -1.3845 1.2100
C -0.3461 -0.0692 -1.2589
H -0.0754 1.8409 1.2878
H -0.1824 2.2099 -1.2917
H 0.1497 -2.4301 0.8700
H 0.9298 -1.3136 2.1903
H -1.2632 -0.4955 -1.7249
H 0.6439 -0.4177 -1.5707
*
```

Results of the natural (NBO) charge analysis, in e, for atoms 1 through 6: -0.265, -0.146, 0.016, -0.436, -0.448, 0.215


Arrangement ii

A single C5H6 molecule, computed with wB97M-V/def2-TZVPD.

As for the LUMO energy: 0.0447 Ha. The value obtained for the molar mass is 66.103 g/mol. The calculation puts the HOMO-LUMO gap at 10.6571 eV.

Structure (ORCA input):
```
! wB97M-V def2-TZVPD RIJCOSX def2/J DEFGRID3
* xyz 0 1
C 2.5047 -0.1938 -0.0377
C 1.3482 0.0886 -0.2256
C -0.0417 0.4076 -0.4636
C -1.0886 -0.6607 -0.2658
C -1.0079 0.4793 0.6983
H 3.5282 -0.4487 0.1290
H -0.2138 1.1126 -1.2738
H -1.9132 -0.6890 -0.9711
H -0.7345 -1.6320 0.0633
H -1.7741 1.2486 0.6576
H -0.6073 0.2875 1.6894
*
```

Results of the natural (NBO) charge analysis, in e, for atoms 1 through 6: -0.247, -0.007, -0.318, -0.394, -0.394, 0.235


Arrangement iii

A single C5H6 molecule, computed with wB97M-V/def2-TZVPD.

As for the LUMO energy (spin up / spin down): -0.0330 / -0.0331 Ha. The value obtained for the molar mass is 66.103 g/mol. The calculation puts the HOMO-LUMO gap (spin up / spin down) at 7.3894 / 7.4130 eV.

Structure (ORCA input):
```
! wB97M-V def2-TZVPD RIJCOSX def2/J DEFGRID3
* xyz 0 1
C -1.8726 0.9232 -0.9464
C -0.7275 0.3020 -0.3653
C -0.2367 -0.9342 -0.6546
C 0.4129 0.5958 0.6248
C 0.9105 -0.8468 0.3127
H -1.9078 1.9721 -0.5791
H -0.5495 -1.6889 -1.3737
H 1.1035 1.3792 0.2974
H 0.1214 0.7849 1.6615
H 1.9114 -0.9319 -0.1227
H 0.8343 -1.5554 1.1453
*
```

Results of the natural (NBO) charge analysis, in e, for atoms 1 through 6: -0.099, -0.245, 0.047, -0.434, -0.464, 0.098


In terms of stability, arrangement ii leads; the second structure lies 19.8 kcal/mol higher.


Arrangement i

A molecular structure, C47H64BIN2PPt, computed with wB97M-V/def2-TZVPD.

As for the LUMO energy (spin up / spin down): 0.0907 / 0.0907 Ha. The value obtained for the molar mass is 1020.811 g/mol. The calculation puts the HOMO-LUMO gap (spin up / spin down) at 5.5678 / 5.5683 eV.

Structure (ORCA input):
```
! wB97M-V def2-TZVPD RIJCOSX def2/J DEFGRID3
* xyz -1 1
Pt 1.0790 -0.6286 0.4033
C 2.3835 -1.0024 5.0306
C 2.7047 0.2641 4.2371
P 1.5658 0.4474 2.7720
C 2.2219 2.0225 2.0359
C 2.8434 3.0950 2.9298
C -0.0169 0.9499 3.5944
C -0.0561 2.1017 4.5957
H 3.0872 -1.1430 5.8537
H 2.4412 -1.8769 4.3807
H 1.3768 -0.9605 5.4513
H 3.7187 0.1941 3.8333
H 2.6593 1.1465 4.8766
H 1.3880 2.4219 1.4533
H 2.9673 1.6990 1.3039
H 2.1550 3.4479 3.6976
H 3.1348 3.9541 2.3205
H 3.7418 2.7210 3.4222
H -0.3832 0.0363 4.0756
H -0.7007 1.1500 2.7682
H 0.6793 1.9788 5.3937
H -1.0456 2.1453 5.0561
H 0.1160 3.0575 4.1009
I 4.3385 0.0447 -0.9239
C 3.1851 -1.3072 0.3072
H 3.6808 -1.2800 1.2782
H 3.3400 -2.2931 -0.1308
C -1.8488 4.8519 -0.4664
C -0.9537 3.9049 0.3434
C -0.0135 4.7241 1.2330
C -1.8122 2.9256 1.1146
C -2.4317 3.3427 2.2866
C -3.2832 2.5026 2.9831
C -3.5149 1.2254 2.5084
C -2.8988 0.7627 1.3504
C -3.1523 -0.6525 0.8889
C -4.6287 -0.8872 0.5563
C -2.6431 -1.6578 1.9250
C -2.0384 1.6170 0.6427
N -1.4165 1.1889 -0.5652
B -0.0829 0.6221 -0.8119
N 0.0532 0.7738 -2.2580
C -1.1341 1.2987 -2.7811
C -2.0036 1.5432 -1.7847
C 1.1841 0.7694 -3.1332
C 1.8083 1.9919 -3.4319
C 2.8125 2.0268 -4.3913
C 3.2102 0.8741 -5.0445
C 2.6200 -0.3326 -4.7159
C 1.6149 -0.4056 -3.7588
C 0.9676 -1.7274 -3.4282
C 1.9951 -2.8352 -3.2053
C -0.0340 -2.1285 -4.5157
C 1.4141 3.2749 -2.7293
C 2.6100 3.9066 -2.0112
C 0.7757 4.2689 -3.7043
H -1.2428 5.5567 -1.0411
H -2.4974 5.4198 0.2058
H -2.4778 4.2947 -1.1602
H -0.3450 3.3309 -0.3511
H -0.5577 5.4875 1.7937
H 0.7281 5.2306 0.6120
H 0.5170 4.0881 1.9424
H -2.2486 4.3461 2.6538
H -3.7633 2.8444 3.8926
H -4.1797 0.5663 3.0558
H -2.5789 -0.8108 -0.0195
H -5.2652 -0.7761 1.4381
H -4.7584 -1.8960 0.1583
H -4.9639 -0.1753 -0.2016
H -3.0802 -1.4727 2.9102
H -1.5559 -1.5776 1.9998
H -2.8877 -2.6761 1.6175
H -1.2576 1.4387 -3.8439
H -3.0105 1.9275 -1.8439
H 3.2890 2.9701 -4.6340
H 3.9781 0.9197 -5.8079
H 2.9427 -1.2353 -5.2205
H 0.4328 -1.5943 -2.4949
H 2.5498 -3.0680 -4.1175
H 1.4881 -3.7450 -2.8798
H 2.7051 -2.5451 -2.4288
H 0.4806 -2.3226 -5.4612
H -0.7690 -1.3374 -4.6804
H -0.5662 -3.0368 -4.2202
H 0.6740 3.0211 -1.9752
H 3.3496 4.2755 -2.7256
H 3.0930 3.1738 -1.3630
H 2.2801 4.7476 -1.3955
H 1.4745 4.5329 -4.5015
H 0.4854 5.1855 -3.1842
H -0.1181 3.8381 -4.1579
C -4.1849 -5.3479 -1.2553
C -3.2782 -5.4750 -0.2111
C -2.2561 -4.5559 -0.0410
C -2.0974 -3.4822 -0.9288
C -3.0322 -3.3639 -1.9676
C -4.0571 -4.2791 -2.1313
C -1.0496 -2.4576 -0.8373
C 0.0665 -2.4287 -0.0909
C 0.6923 -3.5341 0.6198
C 1.0691 -3.4603 1.9714
C 1.7706 -4.4854 2.5782
C 2.1201 -5.6270 1.8672
C 1.7349 -5.7318 0.5368
C 1.0340 -4.7090 -0.0742
H -4.9860 -6.0665 -1.3770
H -3.3741 -6.2979 0.4879
H -1.5829 -4.6585 0.7968
H -2.9376 -2.5276 -2.6525
H -4.7659 -4.1567 -2.9421
H -1.2465 -1.6119 -1.4921
H 0.7848 -2.5821 2.5362
H 2.0605 -4.3963 3.6192
H 2.6813 -6.4226 2.3408
H 1.9836 -6.6234 -0.0274
H 0.7258 -4.8007 -1.1083
*
```

Results of the Mulliken charge analysis, in e, for atoms 1 through 6: 1.005, -1.210, -0.855, 0.378, 1.064, -1.599


Arrangement ii

A molecular structure, C47H64BIN2PPt, computed with wB97M-V/def2-TZVPD.

As for the LUMO energy: 0.0899 Ha. The value obtained for the molar mass is 1020.811 g/mol. The calculation puts the HOMO-LUMO gap at 6.1133 eV.

Structure (ORCA input):
```
! wB97M-V def2-TZVPD RIJCOSX def2/J DEFGRID3
* xyz -1 1
Pt 0.5637 -0.0976 1.0489
C 4.3415 1.5133 0.3264
C 4.2539 0.1637 1.0453
P 2.7929 -0.8319 0.5185
C 3.2784 -2.5280 1.0643
C 4.6334 -3.1317 0.6999
C 2.9607 -0.7554 -1.3142
C 4.2826 -1.1111 -1.9954
H 5.1173 2.1438 0.7688
H 3.3988 2.0628 0.3719
H 4.5863 1.3808 -0.7300
H 4.1527 0.2982 2.1257
H 5.1776 -0.3967 0.8835
H 2.4696 -3.1839 0.7460
H 3.1781 -2.4705 2.1503
H 4.7492 -3.2685 -0.3759
H 4.7469 -4.1139 1.1696
H 5.4643 -2.5136 1.0483
H 2.6764 0.2755 -1.5493
H 2.1401 -1.3519 -1.7102
H 5.1538 -0.7269 -1.4550
H 4.3099 -0.7009 -3.0095
H 4.3995 -2.1925 -2.0870
I 2.2484 -0.7364 4.3197
C 0.5171 -0.0717 3.0841
H 0.2222 0.7959 3.6609
H -0.1809 -0.8909 3.2801
C 0.9276 2.6450 -2.9112
C -0.1404 1.5622 -3.0341
C -1.2670 2.0038 -3.9735
C 0.4044 0.2127 -3.4571
C 1.4052 0.1143 -4.4198
C 1.8884 -1.1208 -4.8234
C 1.3650 -2.2792 -4.2686
C 0.3598 -2.2217 -3.3073
C -0.1593 -3.5016 -2.6729
C -0.4016 -4.6222 -3.6848
C 0.7988 -3.9438 -1.5661
C -0.1084 -0.9670 -2.8934
N -1.1025 -0.9097 -1.8772
B -0.8983 -0.8164 -0.4054
N -2.2243 -1.2512 0.0420
C -3.0601 -1.5814 -1.0258
C -2.3933 -1.3642 -2.1790
C -2.6404 -1.4615 1.3842
C -3.4345 -0.4937 2.0096
C -3.8683 -0.7227 3.3122
C -3.4956 -1.8702 3.9946
C -2.6660 -2.7954 3.3792
C -2.2267 -2.6095 2.0717
C -1.2694 -3.6122 1.4533
C 0.0968 -3.5380 2.1405
C -1.8242 -5.0390 1.4822
C -3.7841 0.7926 1.2810
C -3.4985 2.0253 2.1393
C -5.2345 0.7869 0.7902
H 0.4924 3.5498 -2.4748
H 1.3522 2.9192 -3.8838
H 1.7428 2.3182 -2.2585
H -0.5673 1.4192 -2.0507
H -0.8861 2.1688 -4.9871
H -1.7140 2.9387 -3.6209
H -2.0527 1.2456 -4.0239
H 1.8193 1.0188 -4.8557
H 2.6737 -1.1811 -5.5694
H 1.7490 -3.2448 -4.5835
H -1.1143 -3.2727 -2.2006
H 0.5377 -5.0336 -4.0691
H -0.9886 -4.2729 -4.5386
H -0.9440 -5.4444 -3.2093
H 1.8036 -4.1270 -1.9670
H 0.4488 -4.8638 -1.0823
H 0.8631 -3.1561 -0.8115
H -4.0750 -1.9267 -0.8804
H -2.7319 -1.5124 -3.1957
H -4.4928 0.0153 3.8075
H -3.8314 -2.0314 5.0119
H -2.3453 -3.6752 3.9279
H -1.1292 -3.3262 0.4101
H 0.0089 -3.7292 3.2163
H 0.5455 -2.5480 2.0137
H 0.7855 -4.2795 1.7194
H -1.8740 -5.4312 2.5044
H -1.1771 -5.7085 0.9068
H -2.8294 -5.0834 1.0553
H -3.1271 0.8440 0.4154
H -4.1730 2.0869 3.0019
H -3.6290 2.9410 1.5498
H -2.4673 2.0004 2.5103
H -5.9298 0.7467 1.6374
H -5.4356 -0.0735 0.1482
H -5.4516 1.6963 0.2195
C -1.5637 6.3388 -0.9722
C -0.3176 6.0312 -0.4358
C -0.0322 4.7427 -0.0102
C -0.9909 3.7257 -0.0985
C -2.2302 4.0466 -0.6595
C -2.5179 5.3369 -1.0878
C -0.7437 2.3234 0.2949
C -0.0032 1.8134 1.3072
C 0.4992 2.7532 2.3634
C -0.3412 3.7141 2.9293
C 0.1233 4.5969 3.8958
C 1.4438 4.5394 4.3207
C 2.2866 3.5774 3.7822
C 1.8118 2.6898 2.8254
H -1.7824 7.3459 -1.3075
H 0.4418 6.8009 -0.3539
H 0.9485 4.5096 0.3895
H -2.9755 3.2611 -0.7610
H -3.4904 5.5583 -1.5132
H -1.2424 1.6022 -0.3411
H -1.3695 3.7801 2.5956
H -0.5532 5.3315 4.3190
H 1.8057 5.2226 5.0808
H 3.3120 3.4931 4.1247
H 2.4424 1.8956 2.4531
*
```

Results of the Mulliken charge analysis, in e, for atoms 1 through 6: 0.965, -1.132, -0.707, 0.659, 0.244, -1.427


In terms of stability, arrangement ii leads; the second structure lies 17.0 kcal/mol higher.